1.
66
Properties=species:S:1:pos:R:3:forces:R:3 method="wB97M-V/def2-TZVPD" spin_multiplicity=5 total_energy_ha=-2749.9925 homo_lumo_gap_ev="5.4 / 4.8"
C -7.1579 -4.1057 -2.4388 -0.6088 -0.3857 -0.2512
C -6.3657 -3.8057 -1.2578 1.1895 0.8666 -0.1904
C -6.5145 -4.0823 0.0863 1.2240 0.4731 1.8091
C -5.3911 -3.4956 0.7590 -2.3738 -1.4008 -0.5570
C -4.6237 -2.9155 -0.2318 0.1707 0.2224 -2.0087
B -3.2956 -2.0691 -0.3682 -1.7956 -1.4092 0.7030
O -3.8921 -0.8515 -0.9543 -0.0944 -0.4976 0.0943
C -2.8287 0.0129 -1.1027 0.8669 -0.4156 0.1838
C -1.5233 -0.7315 -0.6466 -0.7368 -1.1756 0.2497
C -0.4996 0.2344 -0.9016 -1.2665 0.3866 -1.5140
C -1.2944 -2.0718 -1.4275 0.0591 1.0267 0.4267
O -2.4449 -2.8444 -1.2750 -0.4003 0.2378 0.4083
C -1.6717 -1.1078 0.8936 0.2740 0.3150 -0.5962
O -2.8045 -1.9274 1.0179 -0.0339 0.1463 -1.0015
O -5.2237 -3.0804 -1.4597 -0.7896 -0.8077 1.0282
H -8.0186 -4.6986 -2.1461 -0.1313 -0.0645 -0.0520
H -7.5199 -3.1903 -2.9167 0.2030 -0.0279 0.0214
H -6.5800 -4.6813 -3.1682 0.0636 0.1902 0.0515
H -7.3168 -4.6364 0.5445 -0.0578 -0.0067 -0.1080
H -5.1346 -3.4866 1.8054 -0.0681 -0.0354 -0.0310
H -2.6833 0.3304 -2.1491 -0.1452 -0.0247 0.0804
H -2.9739 0.9191 -0.4837 0.1977 -0.1448 -0.0965
H 0.4161 -0.0776 -0.2395 -0.3805 -0.1977 -0.8521
H -0.2109 0.3859 -1.9299 0.2035 -0.0790 -0.4301
H -0.9183 1.1518 -0.5154 0.6061 -0.1156 -0.0826
H -1.1035 -1.8475 -2.4863 -0.0008 -0.0008 0.0101
H -0.4142 -2.6001 -1.0169 -0.0809 0.2419 -0.0841
H -0.7885 -1.6670 1.2623 -0.0406 0.3521 -0.2564
H -1.8076 -0.2071 1.5211 0.1782 -0.0473 -0.2671
C 6.5545 -2.7438 -0.1860 -0.7649 0.1790 0.6794
O 5.6686 -2.5185 0.9423 0.9027 -0.3436 -0.5429
C 4.5753 -1.7337 0.7940 0.0172 1.3962 -0.5566
C 3.8066 -1.5381 1.9539 0.2393 -0.7415 -0.4575
C 2.6359 -0.8166 1.9180 0.2821 0.2978 -1.0299
C 2.2813 -0.1624 0.7208 -1.0467 -0.6103 -0.3517
C 1.0048 0.5964 0.6240 3.9286 2.9863 2.5042
C 1.1978 1.9954 0.0260 0.0688 -0.7002 -1.4722
C 0.1276 2.9761 -0.3636 0.5537 -0.2697 -1.3199
C 0.7451 4.0137 -1.1489 -0.5464 -1.1649 -1.6988
C 2.1560 3.7407 -1.2477 -0.5403 -1.4059 -0.4014
C 2.4314 2.5064 -0.5602 -0.7683 -1.4320 -2.0924
Fe 1.5520 3.8018 0.6620 -0.7198 0.2331 -0.8839
C 2.7277 3.8114 2.2262 0.2914 2.1696 2.2431
C 1.3290 3.7935 2.6281 1.2764 0.8317 0.2802
C 0.6685 4.9244 2.0171 0.7378 1.4627 1.3349
C 1.6429 5.6653 1.2315 0.1071 0.0208 2.0343
C 2.9306 4.9733 1.3615 0.0279 -0.0649 1.8853
C 3.0095 -0.4177 -0.4678 0.3849 0.3013 1.0768
C 4.2390 -1.0584 -0.4086 0.0511 -1.2703 0.7111
H 7.2610 -3.4864 0.1816 -0.0415 0.0505 -0.1432
H 5.9935 -3.1443 -1.0479 0.2487 0.2053 0.2800
H 7.0986 -1.8244 -0.4501 -0.2594 -0.2033 -0.0158
H 4.1405 -2.0473 2.8437 -0.0476 -0.1017 0.1741
H 1.9586 -0.8011 2.7607 0.1504 0.2952 0.1734
H 0.4073 0.6090 1.5294 -0.1285 -0.1796 -0.0239
H -0.9534 2.8798 -0.2270 0.6588 0.2453 0.3043
H 0.2292 4.8292 -1.6595 0.2362 -0.1935 0.4439
H 2.8857 4.2854 -1.8359 -0.1373 0.1809 0.4021
H 3.4019 2.0060 -0.5357 -0.4200 0.4422 0.2399
H 3.4878 3.1066 2.5564 -0.2682 0.1234 -0.2854
H 0.8832 3.0802 3.3072 -0.0363 -0.0309 -0.2366
H -0.3703 5.1992 2.1712 0.2127 -0.1686 -0.1699
H 1.4632 6.5887 0.6976 0.0499 -0.2407 -0.0930
H 3.8844 5.2869 0.9344 -0.4854 -0.1910 0.0186
H 2.6498 -0.0950 -1.4328 -0.0841 0.3959 0.0503
H 4.8804 -1.1348 -1.2900 -0.3628 -0.1263 0.2517

2.
15
Properties=species:S:1:pos:R:3:forces:R:3 method="wB97M-V/def2-TZVPD" spin_multiplicity=1 total_energy_ha=-962.9111 de_lowest_kj_mol=83.94 smiles="C[C@]1(Cl)C=N[C@H](F)N=C1F" homo_lumo_gap_ev=9.6
C 0.0875 1.1461 -0.3785 -1.8207 0.9370 -0.8670
C -0.4200 -1.0274 0.4425 -0.1743 0.7786 -0.4923
C -2.0973 0.2731 -0.5567 -1.5851 -1.6574 -0.4075
C 0.7835 -0.1749 -0.1473 -3.5041 -2.1070 0.2782
C 2.0150 -0.1158 0.6901 -2.6529 -1.5539 -0.0259
N -1.1756 1.3142 -0.6056 2.1841 1.4550 0.7150
N -1.6334 -0.8898 0.1429 0.9725 -0.8586 0.6623
F -0.0610 -1.9649 1.3396 -0.0155 0.3182 -0.6857
F -3.2769 0.6001 0.1478 0.8421 0.8703 0.2728
Cl 0.9992 -1.0577 -1.7540 0.4962 0.6255 0.4214
H 0.6811 2.0735 -0.3269 -0.0360 -0.4924 -0.1927
H -2.6260 0.1079 -1.5373 1.6150 -0.3951 0.3279
H 1.7307 0.3782 1.5714 0.0428 0.7677 1.3868
H 2.6038 0.4233 0.0896 3.1588 2.1915 -1.6200
H 2.3896 -1.0858 0.8824 0.4770 -0.8795 0.2267

3.
13
Properties=species:S:1:pos:R:3:forces:R:3 method="wB97M-V/def2-TZVPD" spin_multiplicity=1 total_energy_ha=-286.5330 de_lowest_kj_mol=258.90 smiles="C/N=C/[C@H]1CO1" homo_lumo_gap_ev=11.0
C -0.0429 2.0797 0.9815 0.0118 0.1983 0.0901
N -0.3758 0.7984 0.3846 0.3786 -0.1546 -0.2560
C 0.5381 0.2034 -0.2530 -0.2512 0.0824 0.1399
C 0.2768 -1.0966 -0.9411 0.2213 0.0636 -0.0141
C -0.5923 -2.1023 -0.3153 -0.0044 -0.2352 0.2114
O -1.0440 -1.3218 -1.4011 -0.1361 0.0178 -0.1483
H -0.1071 2.8611 0.2157 -0.0371 -0.0640 0.1198
H 0.9680 2.1036 1.4131 -0.1219 -0.0240 -0.0937
H -0.7673 2.3235 1.7628 0.1337 -0.0631 -0.0994
H 1.5627 0.6005 -0.3434 -0.1287 -0.0410 0.0665
H 1.0589 -1.4318 -1.6239 -0.1227 0.0473 0.1209
H -0.4359 -3.1602 -0.5275 -0.0085 0.1716 0.0169
H -1.0394 -1.8574 0.6476 0.0651 0.0009 -0.1538

4.
87
Properties=species:S:1:pos:R:3:forces:R:3 method="wB97M-V/def2-TZVPD" spin_multiplicity=1 total_energy_ha=-13284.2644 smiles="COCCCCCCC[C@](I)(NP(=O)(O)O)[C@@](OCCCCC(F)(F)C(F)(F)F)([C@H](C)F)P(C)O.BrCCBr.BrCCBr" homo_lumo_gap_ev=7.8
C 5.4072 4.1605 1.5998 -1.0683 -0.5946 1.1344
O 6.5321 4.6886 0.8125 -2.0051 -1.1785 -0.6844
C 6.3669 4.4443 -0.6290 0.2422 0.4478 -1.5248
C 7.3465 3.2556 -1.2337 0.5606 0.1994 0.7662
C 7.3778 1.8868 -0.3206 0.6207 -0.7492 -0.6049
C 6.3629 0.6962 -0.9080 0.2423 0.9355 0.3470
C 4.7873 1.2028 -1.0151 0.2874 0.0863 1.7251
C 3.7935 0.1142 -0.2236 0.8788 0.1348 -1.6080
C 2.3306 0.0810 -0.9458 0.2865 0.3094 -0.0112
C 1.0793 -0.3838 0.0662 1.1168 0.9896 -3.4608
I 0.9378 1.2185 1.5460 0.2177 -0.5526 -0.0631
N 1.4427 -1.7445 0.5457 1.3631 0.0842 1.6855
P 1.7428 -1.9536 2.2595 -3.3539 -1.7313 5.0003
O 0.4524 -1.7896 3.2130 5.3648 -0.2438 -4.0999
O 3.1536 -1.0947 2.8970 -2.6174 -1.8804 -0.1405
O 2.1758 -3.6691 2.4686 0.8959 3.5595 -2.0803
C -0.3539 -0.3091 -0.7977 0.9186 -0.5818 0.7440
O -0.5995 1.1458 -0.9518 -1.5720 -2.5647 -0.6860
C -1.9547 1.4410 -1.4265 -1.0931 2.1917 -0.9723
C -2.9554 2.0701 -0.2425 -0.7710 -0.6812 -0.7240
C -3.9317 3.2732 -0.8640 -0.1176 -0.1684 0.2372
C -5.2506 3.3811 0.1182 -0.0056 -0.1252 0.4784
C -5.9613 4.8686 0.1099 -0.6585 -1.2019 -1.2393
F -7.4218 4.7732 0.4259 4.4518 0.6245 -0.8677
F -5.8507 5.4268 -1.2850 -0.4450 -1.2447 4.3591
C -5.2075 5.8775 1.2059 0.2756 1.6855 0.9521
F -3.7727 5.4834 1.4398 -4.9639 1.5306 -0.8770
F -5.2601 7.2553 0.6511 0.4509 -4.5493 2.3846
F -5.8800 5.8357 2.5519 2.4558 0.2545 -4.8148
C -0.2621 -1.1158 -2.2476 0.3418 0.5040 -0.4187
C 0.1532 -0.1755 -3.5215 0.3992 -0.2939 -0.4320
F -1.5799 -1.7539 -2.6217 2.6898 1.1032 0.9964
P -1.8168 -1.2078 0.1239 -1.8577 -0.2321 0.8726
C -1.4578 -3.1206 0.2316 -0.2767 -0.6099 -0.7288
O -1.9662 -0.6633 1.7706 -0.3557 0.2272 -1.3556
H 4.3480 4.2994 1.0899 2.2380 -0.1288 0.7071
H 5.4994 3.0000 1.8534 0.0165 2.3438 -0.7126
H 5.3193 4.7010 2.6540 0.5970 -0.8988 -2.3961
H 6.6991 5.4415 -1.1930 -0.7669 -2.0418 1.3417
H 5.2319 4.2600 -0.9066 2.2960 0.2698 0.6818
H 7.0777 3.0033 -2.3528 0.2827 0.5354 2.2409
H 8.4561 3.6931 -1.2644 -2.4519 -0.8799 0.1606
H 8.4883 1.4573 -0.4090 -2.4131 0.8288 0.2336
H 7.2112 2.0834 0.8303 0.1526 -0.2071 -2.4588
H 6.7596 0.4529 -1.9812 -0.7325 0.0831 2.0847
H 6.4438 -0.2317 -0.1618 -0.1867 1.9133 -1.8703
H 4.7361 2.1915 -0.3480 -0.1141 -2.0184 -1.7762
H 4.4351 1.4330 -2.1069 0.7367 -0.5244 2.0690
H 3.8138 0.4377 0.8961 -0.3115 -1.0110 -2.0526
H 4.2993 -0.9442 -0.4288 -1.0760 2.1224 0.9287
H 2.4476 -0.6647 -1.8713 -0.4996 1.3988 1.9748
H 2.1086 1.1339 -1.4050 0.2042 -1.9593 1.0326
H 2.1605 -2.2333 -0.0666 -1.1317 1.0291 1.0261
H 3.0563 -1.1343 3.9079 -0.1066 -0.0049 -2.0508
H 3.0169 -3.8281 1.9478 -1.1544 0.0795 0.9123
H -2.4692 0.5775 -2.0413 1.1249 1.5049 1.6057
H -1.8381 2.3405 -2.2043 0.0231 -1.8912 1.6029
H -2.3430 2.4384 0.7040 -1.2794 -0.7820 -2.1222
H -3.7093 1.1980 0.0547 1.7164 1.7586 -0.3300
H -3.3602 4.3021 -0.9220 -1.1596 -2.1342 0.1419
H -4.3297 3.0003 -1.9432 1.0197 0.5132 2.2007
H -4.8894 3.1404 1.2190 -0.9008 0.7452 -2.1540
H -6.0441 2.5426 -0.1532 1.5480 2.0585 0.4363
H 0.5338 -1.9727 -2.1001 -1.9399 1.4598 -0.4104
H 0.7213 0.7960 -3.1782 -1.2569 -2.0356 -0.5990
H -0.7780 0.1431 -4.1977 1.9771 -0.8466 1.7883
H 0.8923 -0.8213 -4.1976 -1.6617 1.4960 1.3735
H -0.4511 -3.4224 -0.2839 -1.8600 0.5047 1.3477
H -2.3239 -3.6156 -0.4241 1.8542 1.2454 1.4386
H -1.5983 -3.5271 1.3199 0.6385 0.9550 -2.0163
H -2.8330 -0.1589 1.8765 1.7141 -1.0475 -0.6418
Br -4.4358 -5.5880 -0.7693 0.0465 0.0213 -0.0941
C -3.3243 -6.2600 -2.2241 -0.2331 -0.0616 -0.0682
C -2.3628 -7.3175 -1.7342 0.2719 -0.0605 -0.1080
Br -0.8618 -6.5191 -0.7785 -0.1212 -0.1387 0.0221
H -2.8268 -5.3950 -2.6715 -0.0370 -0.2350 0.1666
H -4.0276 -6.6830 -2.9468 0.1533 0.0240 0.1364
H -1.9122 -7.8496 -2.5769 -0.1430 0.1315 0.1024
H -2.8230 -8.0423 -1.0570 0.0375 0.2590 -0.1681
Br -4.4238 -6.0627 4.5398 -0.0565 0.1242 0.0288
C -5.8260 -4.7868 4.0824 -0.1081 -0.2850 0.0173
C -5.5256 -4.0888 2.7765 -0.1034 0.3529 -0.0198
Br -4.1641 -2.7118 3.0086 -0.0074 -0.2188 -0.1118
H -5.9222 -4.1010 4.9289 0.0746 -0.1016 -0.2955
H -6.7380 -5.3846 3.9995 0.1475 0.1306 -0.0432
H -6.4086 -3.5564 2.4114 0.0996 -0.1471 0.1129
H -5.1660 -4.7648 1.9958 -0.0556 0.0869 0.2949